Record 1
Formula: C21H17IN2O4OsS
Source: the Open Molecules 2025 dataset
Level of theory: ωB97M-V/def2-TZVPD

## Properties
E_HOMO (spin up / spin down) (eV): -8.155 / -8.152
Energy (eV): -54628.55140
Kohn-Sham gap (spin up / spin down) (eV): 6.696 / 6.696
LUMO level (spin up / spin down) (hartree): -0.054 / -0.054

Geometry (Å):
Os: -0.370 -0.895 0.071
C: -0.451 2.361 0.547
C: -1.812 1.769 0.450
C: -2.934 2.631 0.551
C: -4.198 2.143 0.521
C: -4.395 0.751 0.388
C: -5.674 0.154 0.375
C: -5.806 -1.200 0.252
C: -4.667 -2.013 0.129
C: -3.411 -1.458 0.131
S: -1.950 -2.411 -0.082
C: -3.253 -0.058 0.267
N: -1.970 0.460 0.291
H: -0.518 3.437 0.687
H: 0.150 2.156 -0.342
H: 0.101 1.940 1.386
H: -2.748 3.690 0.664
H: -5.055 2.800 0.606
H: -6.546 0.790 0.467
H: -6.788 -1.654 0.246
H: -4.770 -3.085 0.025
I: 0.499 -2.591 3.068
C: -0.347 -0.835 2.154
H: 0.254 -0.021 2.544
H: -1.351 -0.785 2.570
O: 1.330 -2.169 -0.296
C: 2.153 -1.275 0.020
N: 1.637 -0.102 0.388
C: 2.661 0.738 0.835
O: 2.540 1.821 1.342
C: 3.950 -0.018 0.593
C: 5.257 0.353 0.812
C: 6.247 -0.580 0.504
C: 5.922 -1.836 0.004
C: 4.595 -2.207 -0.208
C: 3.630 -1.272 0.094
H: 5.498 1.331 1.206
H: 7.287 -0.325 0.659
H: 6.714 -2.538 -0.221
H: 4.336 -3.184 -0.591
C: 0.594 0.361 -3.950
C: 0.671 0.642 -2.466
O: 1.325 1.550 -1.996
O: -0.043 -0.215 -1.774
H: 1.170 1.105 -4.493
H: -0.446 0.379 -4.273
H: 0.985 -0.636 -4.155

=====

Record 2
Formula: C21H17N2O4S2
Source: the Open Molecules 2025 dataset
Level of theory: ωB97M-V/def2-TZVPD

## Properties
E_HOMO (eV): -3.309
Energy (eV): -54891.14899
Kohn-Sham gap (eV): 5.262
LUMO level (hartree): 0.072
Total charge: -1

Geometry (Å):
C: 1.841 4.301 0.989
C: 1.335 4.081 -0.291
C: 0.114 3.431 -0.455
C: -0.596 3.021 0.676
S: -2.235 2.291 0.456
C: -2.092 0.514 0.722
C: -3.209 -0.218 0.992
S: -0.607 -0.308 0.229
C: 0.553 -0.635 1.538
C: 1.775 0.027 1.588
C: 2.669 -0.309 2.608
C: 2.298 -1.265 3.563
C: 1.124 -2.014 3.407
C: 0.283 -1.744 2.328
O: -1.022 -1.670 -0.079
O: 0.175 0.517 -0.662
O: -3.054 2.755 1.558
O: -2.611 2.584 -0.911
C: -0.100 3.239 1.966
C: 1.127 3.888 2.120
H: 2.807 4.775 1.103
H: 1.879 4.384 -1.184
H: -0.296 3.243 -1.447
H: -3.186 -1.299 1.005
H: -4.096 0.286 1.423
H: 1.958 0.796 0.835
H: 3.624 0.209 2.663
H: 2.923 -1.400 4.444
H: 0.825 -2.777 4.129
H: -0.590 -2.345 2.085
H: -0.668 2.897 2.834
H: 1.524 4.057 3.124
C: 0.342 -4.273 -3.497
C: 0.894 -3.054 -3.924
C: 0.195 -1.872 -3.664
C: -0.952 -1.959 -2.709
C: -1.327 -3.181 -2.142
C: -0.659 -4.348 -2.518
N: -1.362 -0.681 -2.444
C: -0.612 0.127 -3.228
N: 0.300 -0.544 -4.017
H: 0.709 -5.187 -3.964
H: 1.829 -3.042 -4.495
H: -2.128 -3.226 -1.425
H: -0.939 -5.286 -2.066
H: -0.763 1.213 -3.260

=====

Record 3
Formula: C21H17N2O6SW
Source: the Open Molecules 2025 dataset
Level of theory: ωB97M-V/def2-TZVPD

## Properties
E_HOMO (eV): -16.963
Energy (eV): -49948.99888
Kohn-Sham gap (eV): 6.728
LUMO level (hartree): -0.376
Total charge: +3

Geometry (Å):
W: -0.235 0.441 -0.098
O: 2.519 -5.745 4.197
C: 1.594 -5.153 3.972
O: 0.549 -4.556 3.774
C: 0.358 -3.404 2.863
C: -0.920 -2.901 2.881
C: -1.150 -1.827 2.035
N: -0.184 -1.314 1.259
C: 1.043 -1.850 1.295
C: 1.386 -2.929 2.096
C: 2.089 -1.201 0.413
O: 3.211 -1.589 0.404
O: 1.615 -0.173 -0.302
H: -1.703 -3.311 3.506
H: -2.126 -1.365 1.985
H: 2.404 -3.305 2.067
N: -1.329 -0.533 -1.478
S: -2.029 0.507 -2.556
C: -3.339 1.243 -1.619
C: -3.240 1.305 -0.230
C: -4.196 1.999 0.487
C: -5.242 2.625 -0.191
C: -5.345 2.536 -1.571
C: -4.388 1.839 -2.302
C: -0.751 1.763 -2.310
C: -1.097 3.121 -2.330
C: -0.086 4.055 -2.347
C: 1.260 3.663 -2.330
C: 1.600 2.331 -2.322
C: 0.591 1.350 -2.344
H: -1.717 -1.470 -1.512
H: -2.521 0.677 0.321
H: -4.155 2.037 1.568
H: -5.994 3.165 0.368
H: -6.173 3.004 -2.086
H: -4.461 1.772 -3.381
H: -2.134 3.429 -2.336
H: -0.334 5.108 -2.378
H: 2.033 4.419 -2.355
H: 2.634 2.014 -2.354
H: 0.865 0.328 -2.578
C: -0.044 4.176 2.140
O: -0.049 3.537 0.802
C: -0.149 2.285 0.723
O: -0.290 1.429 1.662
H: 0.007 5.237 1.932
H: 0.836 3.834 2.677
H: -0.962 3.911 2.655

=====

Record 4
Formula: C21H17N3O4Sr
Source: the Open Molecules 2025 dataset
Level of theory: ωB97M-V/def2-TZVPD

## Properties
E_HOMO (eV): -6.174
Energy (eV): -35550.50691
Kohn-Sham gap (eV): 5.390
LUMO level (hartree): -0.029

Geometry (Å):
Sr: 0.362 0.474 -1.282
O: -2.234 -3.531 -3.619
C: -1.530 -2.479 -3.182
O: -1.592 -2.074 -2.045
C: -0.685 -1.860 -4.241
C: -0.674 -2.294 -5.556
C: 0.149 -1.626 -6.457
C: 0.918 -0.570 -6.007
C: 0.840 -0.207 -4.662
N: 0.053 -0.843 -3.806
C: 1.690 0.952 -4.119
O: 2.488 1.463 -4.884
O: 1.459 1.237 -2.896
H: -2.755 -3.882 -2.886
H: -1.291 -3.126 -5.860
H: 0.183 -1.933 -7.494
H: 1.584 -0.012 -6.649
C: 1.982 2.213 -0.099
C: 1.975 2.608 1.288
C: 1.104 3.606 1.778
C: 1.096 3.975 3.104
C: 1.951 3.351 4.020
C: 2.816 2.350 3.563
C: 2.825 1.990 2.234
C: 1.935 3.725 5.393
N: 1.914 4.022 6.507
H: 2.918 1.741 -0.405
H: 1.726 3.018 -0.790
H: 0.426 4.091 1.084
H: 0.433 4.755 3.456
H: 3.484 1.871 4.268
H: 3.506 1.219 1.891
C: -2.975 -2.557 4.334
C: -2.297 -1.957 3.139
C: -0.917 -1.991 2.982
C: -0.342 -1.388 1.876
N: -1.047 -0.770 0.929
C: -2.374 -0.750 1.070
C: -3.033 -1.322 2.141
H: -2.264 -3.074 4.975
H: -3.750 -3.260 4.027
H: -3.456 -1.771 4.919
H: -0.291 -2.474 3.720
H: 0.735 -1.386 1.750
H: -2.932 -0.252 0.285
H: -4.112 -1.271 2.204

=====

Record 5
Formula: C21H18AuF8N3OSSi
Source: the Open Molecules 2025 dataset
Level of theory: ωB97M-V/def2-TZVPD

## Properties
E_HOMO (spin up / spin down) (eV): -7.479 / -7.788
Energy (eV): -72731.80204
Kohn-Sham gap (spin up / spin down) (eV): 7.651 / 5.033
Expectation value of S²: 2.0470
LUMO level (spin up / spin down) (hartree): 0.006 / -0.101
2S+1: 3

Geometry (Å):
Au: -0.068 -0.424 1.266
F: -1.863 1.782 6.797
C: -2.168 0.743 5.988
F: -1.343 -0.258 6.294
F: -3.420 0.355 6.326
C: -2.114 1.165 4.544
C: -2.878 2.267 4.187
C: -2.910 2.714 2.877
C: -2.148 2.033 1.946
N: -1.406 0.988 2.290
C: -1.373 0.509 3.557
S: -0.377 -0.911 3.646
H: -3.457 2.774 4.948
H: -3.505 3.565 2.582
H: -2.121 2.311 0.901
C: 1.102 -3.869 1.975
C: 1.694 -3.206 0.769
C: 2.609 -3.821 -0.059
C: 3.121 -3.098 -1.144
C: 2.709 -1.813 -1.396
C: 1.745 -1.232 -0.543
N: 1.311 -1.949 0.523
N: 1.128 -0.054 -0.639
Si: 1.634 1.396 -1.405
C: 1.456 1.315 -3.276
C: 3.419 1.786 -1.007
C: 0.523 2.743 -0.737
H: 1.438 -4.900 2.056
H: 0.012 -3.850 1.924
H: 1.392 -3.336 2.883
H: 2.925 -4.835 0.141
H: 3.848 -3.563 -1.798
H: 3.083 -1.252 -2.243
H: 2.013 0.469 -3.687
H: 1.829 2.224 -3.754
H: 0.411 1.198 -3.570
H: 4.096 1.038 -1.426
H: 3.573 1.804 0.075
H: 3.713 2.760 -1.406
H: -0.531 2.532 -0.942
H: 0.761 3.717 -1.171
H: 0.642 2.817 0.348
F: -1.283 -0.801 -5.838
C: -1.495 -0.601 -4.554
C: -1.104 -1.576 -3.635
F: -0.534 -2.687 -4.085
C: -1.320 -1.374 -2.302
F: -0.996 -2.305 -1.431
C: -1.932 -0.161 -1.799
O: -2.129 0.042 -0.598
C: -2.304 0.814 -2.810
F: -2.859 1.938 -2.393
C: -2.103 0.592 -4.138
F: -2.448 1.486 -5.057

=====

Record 6
Formula: C21H18ClFN6O2
Source: the Open Molecules 2025 dataset
Level of theory: ωB97M-V/def2-TZVPD

## Properties
E_HOMO (eV): -8.226
Energy (eV): -50342.76201
Kohn-Sham gap (eV): 7.437
LUMO level (hartree): -0.029
SMILES: Cn1nccc1Nc1cc2nc(C(=O)N[C@H](CO)c3ccc(Cl)c(F)c3)ccc2cn1

Geometry (Å):
C: -5.863 -2.915 2.354
N: -5.215 -1.560 2.007
N: -5.771 -0.363 2.222
C: -5.091 0.581 1.605
C: -4.108 -0.027 0.869
C: -4.117 -1.354 1.164
N: -3.413 -2.371 0.449
C: -2.443 -2.133 -0.529
C: -1.415 -1.280 -0.428
C: -0.626 -1.135 -1.587
N: 0.385 -0.217 -1.502
C: 1.175 -0.087 -2.582
C: 2.280 1.035 -2.413
O: 3.157 1.212 -3.294
N: 2.429 1.493 -1.158
C: 3.542 2.226 -0.515
C: 4.954 1.607 -0.782
O: 5.470 1.725 -2.085
C: 3.178 2.093 0.962
C: 3.479 3.237 1.707
C: 3.238 3.239 3.078
C: 2.786 2.075 3.656
Cl: 2.568 2.136 5.421
C: 2.446 0.955 2.934
F: 1.948 -0.092 3.650
C: 2.662 0.914 1.552
C: 1.065 -0.880 -3.715
C: -0.032 -1.741 -3.890
C: -0.827 -1.886 -2.717
C: -1.953 -2.702 -2.703
N: -2.719 -2.868 -1.679
H: -6.902 -2.814 2.062
H: -5.909 -2.968 3.456
H: -5.556 -3.789 1.782
H: -5.377 1.545 1.711
H: -3.560 0.572 0.215
H: -4.101 -3.053 0.037
H: -1.214 -0.761 0.482
H: 1.716 1.117 -0.587
H: 3.586 3.250 -0.849
H: 5.636 1.942 0.047
H: 4.793 0.457 -0.664
H: 4.686 1.719 -2.695
H: 3.898 4.050 1.267
H: 3.365 4.191 3.646
H: 2.390 0.006 0.954
H: 1.848 -0.810 -4.505
H: -0.244 -2.221 -4.868
H: -2.219 -3.351 -3.545

=====

Record 7
Formula: C21H18ClGeIN2O4Pd
Source: the Open Molecules 2025 dataset
Level of theory: ωB97M-V/def2-TZVPD

## Properties
E_HOMO (spin up / spin down) (eV): -4.141 / -5.172
Energy (eV): -113851.83003
Kohn-Sham gap (spin up / spin down) (eV): 6.164 / 7.187
Expectation value of S²: 0.7521
LUMO level (spin up / spin down) (hartree): 0.074 / 0.074
2S+1: 2
Total charge: -1

Geometry (Å):
Pd: -2.290 -0.386 -0.030
O: -6.053 0.646 -0.876
Cl: -4.684 0.364 -0.558
O: -3.885 0.311 -1.782
O: -4.581 -0.940 0.113
O: -4.157 1.391 0.332
I: -1.847 -1.113 6.694
C: -2.007 -0.639 4.695
C: -2.214 0.609 4.158
N: -2.251 0.435 2.828
N: -2.087 -0.845 2.458
C: -1.940 -1.510 3.594
H: -2.335 1.573 4.621
H: -2.424 1.114 2.098
H: -1.793 -2.578 3.589
C: 3.065 0.881 3.069
C: 3.229 -0.238 2.264
C: 2.350 -0.479 1.211
C: 1.290 0.389 0.940
C: 1.144 1.511 1.766
C: 2.018 1.760 2.817
Ge: -0.043 0.062 -0.494
C: 0.609 -1.636 -1.329
C: 0.307 -2.855 -0.708
C: 0.696 -4.068 -1.262
C: 1.388 -4.093 -2.468
C: 1.684 -2.899 -3.109
C: 1.301 -1.686 -2.541
C: 0.393 1.422 -1.869
C: 1.547 2.204 -1.861
C: 1.790 3.145 -2.858
C: 0.877 3.315 -3.890
C: -0.282 2.548 -3.916
C: -0.523 1.617 -2.911
H: 3.747 1.068 3.891
H: 4.044 -0.926 2.458
H: 2.489 -1.357 0.589
H: 0.327 2.203 1.578
H: 1.883 2.634 3.443
H: -0.249 -2.847 0.224
H: 0.451 -4.999 -0.762
H: 1.686 -5.038 -2.906
H: 2.214 -2.911 -4.056
H: 1.540 -0.759 -3.052
H: 2.271 2.077 -1.062
H: 2.691 3.747 -2.830
H: 1.063 4.048 -4.667
H: -1.005 2.684 -4.712
H: -1.443 1.042 -2.924

=====

Record 8
Formula: C21H18F2N2O3
Source: the Open Molecules 2025 dataset
Level of theory: ωB97M-V/def2-TZVPD

## Properties
E_HOMO (eV): -8.814
Energy (eV): -36627.14300
Kohn-Sham gap (eV): 9.510
LUMO level (hartree): 0.026
SMILES: O=C(CN(Cc1ccccc1F)C(=O)c1ccco1)NCc1ccc(F)cc1

Geometry (Å):
O: 1.384 2.283 -1.155
C: 0.812 1.319 -1.624
C: 1.551 0.035 -2.039
N: 1.322 -1.032 -1.076
C: 2.382 -1.268 -0.113
C: 2.789 0.012 0.572
C: 4.031 0.592 0.356
C: 4.373 1.792 0.954
C: 3.471 2.441 1.778
C: 2.228 1.884 2.016
C: 1.912 0.684 1.412
F: 0.697 0.139 1.653
C: 0.204 -1.776 -1.217
O: -0.608 -1.547 -2.104
C: -0.032 -2.889 -0.259
C: -0.249 -2.911 1.093
C: -0.598 -4.243 1.412
C: -0.572 -4.927 0.235
O: -0.242 -4.116 -0.778
N: -0.510 1.246 -1.837
C: -1.431 2.276 -1.417
C: -2.569 1.716 -0.605
C: -2.359 0.655 0.269
C: -3.401 0.133 1.012
C: -4.659 0.691 0.877
F: -5.684 0.188 1.600
C: -4.897 1.750 0.021
C: -3.845 2.255 -0.720
H: 1.183 -0.293 -3.015
H: 2.619 0.245 -2.091
H: 2.029 -1.997 0.619
H: 3.252 -1.687 -0.635
H: 4.738 0.095 -0.293
H: 5.342 2.226 0.765
H: 3.730 3.384 2.233
H: 1.500 2.367 2.649
H: -0.190 -2.084 1.770
H: -0.836 -4.630 2.381
H: -0.757 -5.956 -0.001
H: -0.898 0.374 -2.183
H: -0.851 2.994 -0.826
H: -1.827 2.800 -2.296
H: -1.374 0.232 0.373
H: -3.248 -0.694 1.687
H: -5.891 2.162 -0.060
H: -4.018 3.079 -1.396

=====

Record 9
Formula: C21H18MnN4O2STe
Source: the Open Molecules 2025 dataset
Level of theory: ωB97M-V/def2-TZVPD

## Properties
E_HOMO (spin up / spin down) (eV): -6.300 / -6.442
Energy (eV): -81575.94255
Kohn-Sham gap (spin up / spin down) (eV): 5.627 / 5.663
Expectation value of S²: 8.7545
LUMO level (spin up / spin down) (hartree): -0.025 / -0.029
2S+1: 6

Geometry (Å):
Mn: 0.275 1.292 0.031
C: -2.074 3.689 -2.993
C: -3.145 2.859 -3.259
C: -3.287 1.668 -2.555
C: -2.331 1.352 -1.607
N: -1.281 2.142 -1.374
C: -1.154 3.289 -2.033
C: -2.425 0.104 -0.755
C: -3.448 -0.819 -0.850
C: -3.398 -1.934 -0.020
C: -2.356 -2.094 0.872
C: -1.372 -1.114 0.914
N: -1.431 -0.062 0.113
C: -0.181 -1.159 1.839
C: -0.058 -2.126 2.818
C: 1.039 -2.063 3.668
C: 1.957 -1.043 3.523
C: 1.757 -0.114 2.510
N: 0.722 -0.185 1.683
H: -1.941 4.629 -3.510
H: -3.878 3.128 -4.008
H: -4.123 1.014 -2.748
H: -0.290 3.889 -1.774
H: -4.257 -0.702 -1.554
H: -4.174 -2.686 -0.085
H: -2.302 -2.971 1.498
H: -0.786 -2.914 2.918
H: 1.166 -2.812 4.440
H: 2.815 -0.953 4.173
H: 2.440 0.711 2.345
N: 2.263 1.919 -1.274
C: 2.702 3.252 -0.864
C: 2.099 3.668 0.481
O: 2.560 4.628 1.070
O: 1.074 2.966 0.848
H: 2.895 1.187 -0.976
H: 2.196 1.803 -2.275
H: 2.360 3.979 -1.605
H: 3.785 3.365 -0.799
Te: 0.963 -1.089 -2.172
C: 1.315 -2.602 -0.749
C: 2.380 -2.753 0.105
C: 2.313 -3.917 0.922
C: 1.188 -4.654 0.693
S: 0.269 -3.954 -0.574
H: 3.197 -2.045 0.137
H: 3.067 -4.190 1.649
H: 0.896 -5.581 1.162

=====

Record 10
Formula: C21H18N10O4RuS2
Source: the Open Molecules 2025 dataset
Level of theory: ωB97M-V/def2-TZVPD

## Properties
E_HOMO (spin up / spin down) (eV): -11.851 / -12.169
Energy (eV): -69404.83612
Kohn-Sham gap (spin up / spin down) (eV): 7.773 / 6.875
Expectation value of S²: 8.7613
LUMO level (spin up / spin down) (hartree): -0.150 / -0.195
2S+1: 6
Total charge: +1

Geometry (Å):
Ru: 0.131 0.051 -0.515
C: -0.100 4.628 0.199
C: -0.519 3.318 -0.043
N: 0.220 2.298 0.348
C: 1.362 2.530 1.008
C: 1.753 3.854 1.243
N: 1.030 4.873 0.828
C: 2.067 1.338 1.501
C: 3.325 1.336 2.090
C: 3.841 0.145 2.607
C: 3.076 -1.018 2.434
C: 1.852 -0.948 1.777
N: 1.361 0.220 1.372
C: 0.983 -2.090 1.444
C: 1.341 -3.431 1.598
N: 0.531 -4.410 1.250
C: -0.651 -4.099 0.761
C: -1.031 -2.769 0.576
N: -0.212 -1.785 0.909
C: 5.131 0.123 3.324
C: 5.712 1.298 3.814
C: 6.904 1.224 4.518
N: 7.502 0.081 4.766
C: 6.986 -1.041 4.316
C: 5.811 -1.073 3.578
H: -0.680 5.481 -0.120
H: -1.457 3.094 -0.533
H: 2.654 4.097 1.787
H: 3.887 2.251 2.128
H: 3.429 -1.965 2.806
H: 2.299 -3.733 1.994
H: -1.306 -4.919 0.510
H: -2.000 -2.503 0.172
H: 5.254 2.262 3.676
H: 7.390 2.114 4.891
H: 7.531 -1.946 4.549
H: 5.460 -2.023 3.209
C: -1.614 -2.754 -5.465
C: -1.953 -1.593 -4.622
N: -2.618 -0.548 -5.007
N: -2.713 0.250 -3.943
C: -2.116 -0.290 -2.865
S: -2.222 0.368 -1.304
N: -1.624 -1.482 -3.289
N: -0.955 -2.398 -2.515
H: -2.093 -2.623 -6.432
H: -1.967 -3.687 -5.025
H: -0.535 -2.810 -5.608
H: -3.158 1.153 -4.016
H: -0.804 -3.243 -3.061
H: -0.022 -2.053 -2.192
O: 0.590 0.058 -2.829
S: 1.900 -0.410 -2.254
O: 2.866 -0.762 -3.238
O: 1.477 -1.609 -1.411
O: 2.321 0.621 -1.267